No. 1
{"formula": "C3H8O2S2", "method": "wB97M-V/def2-TZVPD", "lumo_ev": 0.63, "gap_ev": 9.8, "max_force_ha_per_bohr": 0.124, "smiles": "CC(C)O[S@H](=O)=S", "species": ["C", "C", "C", "O", "S", "O", "S", "H", "H", "H", "H", "H", "H", "H", "H"], "coordinates": [[1.274579, 1.392837, 0.266480], [0.408132, 0.218087, -0.152282], [0.978310, -1.074560, -0.667680], [-0.745504, -0.032311, 1.089369], [-2.162619, -0.361214, 0.481247], [-2.087724, -1.640427, -0.166172], [-2.890543, 1.147843, -0.559020], [2.132003, 1.313806, -0.518261], [0.776162, 2.267211, 0.352264], [1.800266, 1.174054, 1.310834], [-0.261166, 0.468516, -0.870745], [0.394470, -1.919014, -0.487529], [1.834575, -1.486876, -0.049038], [1.328904, -1.052656, -1.666144], [-2.779838, -0.415297, 1.636676]], "atomic_forces_ev_per_a": [[3.860, -5.005, 0.954], [-0.396, -0.608, 2.393], [2.716, -0.615, 3.283], [1.432, 0.240, -1.432], [1.120, 1.474, -1.951], [-0.544, -0.261, 0.121], [0.457, -1.174, 0.962], [-1.409, 0.835, 1.296], [-1.485, 2.796, -0.204], [-1.075, 0.320, -2.175], [-1.961, 1.510, -2.172], [-2.012, -0.926, -0.382], [-0.192, 1.170, -0.508], [-0.005, 0.419, -1.087], [-0.506, -0.175, 0.901]]}



No. 2
{"formula": "C3H8O3S", "method": "wB97M-V/def2-TZVPD", "multiplicity": 2, "lumo_ev": [-3.95, -9.12], "gap_ev": [10.7, 5.6], "max_force_ha_per_bohr": 0.095, "charge": 1, "species": ["O", "C", "O", "C", "C", "S", "H", "H", "H", "H", "H", "H", "H", "H", "O"], "coordinates": [[-1.141029, -1.273288, 0.094546], [-1.009003, -0.228227, -0.483264], [-1.348288, -0.129713, -1.776885], [-0.597917, 1.123215, -0.106901], [-0.192180, 1.111340, 1.378064], [1.524827, 0.405894, 1.709700], [-1.369346, -1.053416, -2.137366], [0.205045, 1.321341, -0.763478], [-1.453308, 1.782524, -0.257524], [-0.842736, 0.451312, 1.998905], [-0.196059, 2.125720, 1.779568], [1.293545, -0.873377, 1.691195], [2.259829, -1.384231, -1.576338], [1.528413, -2.043224, -0.380621], [1.338207, -1.335869, -1.169602]], "atomic_forces_ev_per_a": [[0.792, 0.558, 1.320], [-1.829, -1.588, -2.412], [0.307, -1.163, -0.811], [0.068, -0.585, 2.421], [0.207, -0.422, 0.734], [-0.616, 2.199, -0.448], [-0.317, 0.945, 0.288], [0.834, 0.884, -0.655], [0.251, 0.229, 0.019], [0.280, 0.422, -0.588], [0.457, -0.143, 0.158], [-0.679, -1.348, -0.066], [-1.688, 0.372, 0.251], [-1.179, 2.257, -2.888], [3.113, -2.618, 2.677]]}



No. 3
{"formula": "C3H8O4", "method": "wB97M-V/def2-TZVPD", "lumo_ev": 0.38, "gap_ev": 11.1, "max_force_ha_per_bohr": 0.080, "smiles": "O=C(O)CCO.O", "species": ["O", "C", "O", "C", "C", "O", "H", "H", "H", "H", "H", "H", "O", "H", "H"], "coordinates": [[-1.422368, 0.796534, -0.967986], [-0.292343, 0.443532, -1.095927], [0.554767, 1.263245, -1.858868], [0.500691, -0.897849, -0.936482], [0.437035, -1.228932, 0.552896], [-0.913319, -1.368870, 1.041195], [0.094141, 2.132418, -2.125720], [1.398356, -0.751229, -1.514166], [0.085761, -1.501560, -1.739826], [0.689729, -0.270421, 0.975595], [0.827985, -2.142691, 0.905923], [-1.628223, -1.136680, 0.414767], [-0.215953, 1.702676, 2.509309], [0.367800, 2.044355, 1.793153], [-0.484060, 0.915471, 2.046138]], "atomic_forces_ev_per_a": [[-0.557, -0.812, 1.360], [1.873, 0.905, -3.522], [-0.748, 1.342, 0.270], [-1.686, 1.154, -0.652], [-2.404, 0.849, -1.086], [-1.081, -0.170, -0.371], [0.601, -2.005, 0.772], [1.250, 0.486, 1.197], [-1.166, -1.029, 0.715], [1.565, -0.299, 0.857], [1.630, -0.475, 0.194], [0.869, 0.058, 0.209], [1.119, 0.636, -1.230], [-0.363, 0.347, 1.039], [-0.902, -0.985, 0.247]]}



No. 4
{"formula": "C3H8O4S", "method": "wB97M-V/def2-TZVPD", "lumo_ev": 5.25, "gap_ev": 4.7, "max_force_ha_per_bohr": 0.031, "charge": -2, "species": ["O", "C", "O", "C", "C", "S", "H", "H", "H", "H", "H", "H", "O", "H", "H", "O"], "coordinates": [[0.733382, -1.910439, 2.296019], [0.365111, -1.176457, 1.342944], [1.116475, -0.585235, 0.512995], [-1.181784, -0.879996, 1.294157], [-1.669126, -0.060039, 0.070568], [-3.452222, 0.197184, 0.031325], [-1.347952, -0.355680, 2.236967], [-1.647955, -1.863116, 1.216472], [-1.080780, 0.863130, 0.126406], [-1.337993, -0.616181, -0.808308], [4.036106, 3.042501, -3.282080], [3.824207, 1.828323, -2.375077], [4.383086, 2.167347, -3.094986], [1.159332, 1.632949, -1.311786], [1.891734, 0.337942, -1.002363], [1.958271, 1.148961, -1.544604]], "atomic_forces_ev_per_a": [[0.016, 0.031, -0.448], [-0.237, 0.524, 0.391], [0.092, -0.252, -0.136], [1.106, -0.130, -1.159], [0.888, -0.442, 1.017], [-0.549, 0.266, -0.086], [-0.598, -0.268, -0.008], [-0.327, 0.084, 0.656], [-0.257, 0.162, -0.349], [0.039, 0.154, -0.134], [-0.127, -0.051, 0.070], [-0.340, -0.062, -0.150], [0.263, 0.032, 0.099], [-0.004, -0.239, 0.124], [-0.376, 0.072, 0.419], [0.410, 0.119, -0.305]]}



No. 5
{"formula": "C3H8O6", "method": "wB97M-V/def2-TZVPD", "lumo_ev": [-1.88, -1.90], "gap_ev": [8.1, 8.1], "max_force_ha_per_bohr": 0.054, "smiles": "COC(OC)OO.O=O", "species": ["C", "O", "C", "O", "C", "O", "O", "H", "H", "H", "H", "H", "H", "H", "H", "O", "O"], "coordinates": [[1.349807, -2.017337, -0.323451], [0.214028, -1.477846, -1.014101], [-0.312674, -0.398589, -0.324341], [-1.374845, 0.189492, -0.973524], [-2.640664, -0.102090, -0.358747], [0.782764, 0.505498, -0.121015], [0.133283, 1.666368, 0.516061], [1.639960, -2.910002, -0.870390], [2.171812, -1.297774, -0.298553], [1.053339, -2.280139, 0.697176], [-0.579414, -0.687921, 0.712680], [-3.429604, 0.230598, -1.022746], [-2.744359, -1.178689, -0.184235], [-2.753788, 0.415716, 0.599563], [0.903840, 2.216970, 0.722596], [2.271694, 3.891586, 1.148463], [3.314829, 3.234151, 1.094565]], "atomic_forces_ev_per_a": [[-0.254, -0.035, -0.167], [0.016, 0.567, 0.044], [0.148, 0.017, 1.167], [0.217, -0.505, 0.059], [0.365, -0.194, 0.183], [-0.930, 1.325, -0.366], [0.430, -0.694, -0.170], [0.008, -0.004, 0.040], [-0.082, -0.222, -0.015], [0.147, -0.046, 0.020], [-0.353, -0.146, -0.273], [0.100, 0.048, -0.212], [-0.037, 0.107, -0.110], [0.177, 0.046, -0.090], [-0.025, -0.291, -0.121], [2.343, -1.457, -0.116], [-2.271, 1.484, 0.126]]}



No. 6
{"formula": "C3H8O6", "method": "wB97M-V/def2-TZVPD", "lumo_ev": 0.32, "gap_ev": 10.5, "max_force_ha_per_bohr": 0.077, "smiles": "CC(=O)O.O=C(O)O.O", "species": ["C", "C", "O", "O", "H", "H", "H", "H", "O", "C", "O", "O", "H", "H", "O", "H", "H"], "coordinates": [[-1.643207, 1.529231, -0.328659], [-2.066021, 0.181732, 0.213195], [-2.941316, -0.506353, -0.271873], [-1.238829, -0.373209, 1.107537], [-0.832196, 1.210514, -1.078484], [-2.549243, 1.904230, -0.747206], [-1.102392, 2.083196, 0.443946], [-0.618692, 0.225621, 1.441746], [1.195304, 0.852593, 0.958798], [2.005379, 0.451700, 0.191702], [2.123356, -0.686632, -0.349456], [3.107402, 1.270494, -0.059320], [1.431211, -1.371331, -0.324055], [3.968453, 0.850646, -0.304081], [0.077580, -2.350587, -0.262164], [-0.501456, -2.865953, 0.397744], [-0.415333, -2.405887, -1.029363]], "atomic_forces_ev_per_a": [[1.497, -1.884, 0.128], [0.300, -1.238, -0.841], [0.300, 0.773, 0.438], [-2.284, -1.510, -0.047], [-1.371, 0.833, 0.645], [-0.076, 1.003, -0.521], [-0.506, 0.423, -0.309], [1.942, 1.602, 0.587], [-1.591, 0.639, 0.537], [2.834, 1.791, 0.988], [1.412, -1.889, -2.055], [-0.072, -0.357, -0.006], [-0.967, 0.143, 0.752], [-1.526, -0.142, 0.042], [0.174, -1.631, 3.577], [1.517, 1.470, -1.201], [-1.583, -0.024, -2.716]]}



Record-wise ΔE to the lowest compared entry with this formula, charge and spin values, in kcal per mole: 79.6; 7.5; 41.0; 8.5; 201.7; 0.0
Record-wise E values, in eV: -29003.39851; -20209.08075; -11429.49148; -22266.35214; -15517.50036; -15526.24872